Record 1
CH6O2 | ωB97M-V with the def2-TZVPD basis set

Calculated values
HOMO	-10.088	eV
calculated total energy	-192.1524	Ha
charge	0
SMILES	CO.O
lowest unoccupied orbital energy	0.593	eV
frontier orbital gap	10.68	eV
relative energy (zero: lowest compared OMol25 entry of this formula, charge and spin)	3.6	kcal per mole

Last column: Löwdin charge in e.
Positions of all 9 atoms, in Å:
O (-0.70, 1.79, 1.31)  -0.082
O (1.12, -1.14, 0.11)  -0.143
C (0.39, -1.07, -1.13)  -0.166
H (-1.68, 1.75, 1.30)  0.052
H (-0.67, -0.86, -0.92)  0.074
H (0.47, -2.04, -1.65)  0.077
H (-0.47, 2.28, 2.13)  0.053
H (0.78, -0.29, -1.80)  0.075
H (0.75, -0.40, 0.63)  0.060



Record 2
C11H15F3N2O13 | ωB97M-V with the def2-TZVPD basis set

Calculated values
HOMO	-11.185	eV
calculated total energy	-1815.2409	Ha
charge	0
SMILES	O=C1OC[C@@H](F)O1.O=C1OC[C@@H](F)O1.O=C1OC[C@@H](F)O1.C[N+](=O)[O-].C[N+](=O)[O-]
lowest unoccupied orbital energy	-0.032	eV
frontier orbital gap	11.15	eV
relative energy (zero: lowest compared OMol25 entry of this formula, charge and spin)	7.1	kcal per mole

Last column: Löwdin charge in e.
Positions of all 44 atoms, in Å:
F (5.35, -9.39, 12.87)  0.033
F (6.41, -3.49, 10.25)  0.054
F (4.83, -3.30, 6.59)  0.069
O (1.84, -3.85, 9.78)  0.183
O (1.63, -3.11, 7.66)  0.091
O (3.28, -5.96, 12.10)  0.083
O (5.36, -5.47, 12.27)  0.040
O (5.65, -0.95, 15.57)  0.054
O (3.54, -4.06, 8.31)  0.120
O (6.27, 0.92, 14.70)  0.074
O (9.28, -1.11, 11.25)  0.181
O (8.04, -2.05, 9.62)  0.129
O (9.17, -3.36, 11.03)  0.079
O (4.87, -8.96, 16.01)  0.079
O (3.59, -9.05, 14.18)  0.141
O (2.89, -10.02, 16.09)  0.187
N (4.18, -5.17, 12.25)  -0.424
N (6.31, -0.28, 14.80)  -0.455
C (3.83, -3.72, 12.21)  0.061
C (7.22, -1.05, 13.89)  0.050
C (2.44, -3.15, 6.49)  -0.043
C (3.68, -3.94, 6.92)  -0.309
C (5.63, -8.32, 14.98)  -0.045
C (7.52, -3.34, 9.46)  -0.307
C (3.70, -9.41, 15.50)  -0.548
C (8.66, -4.20, 9.98)  -0.039
C (4.77, -8.46, 13.73)  -0.289
C (8.89, -2.08, 10.71)  -0.537
C (2.27, -3.69, 8.69)  -0.538
H (6.64, -8.72, 14.84)  0.139
H (3.72, -4.96, 6.53)  0.170
H (4.60, -3.14, 12.71)  0.082
H (4.66, -7.55, 13.17)  0.114
H (1.91, -3.65, 5.68)  0.139
H (2.84, -3.63, 12.63)  0.106
H (6.52, -1.74, 13.42)  0.082
H (7.74, -0.39, 13.20)  0.083
H (3.83, -3.50, 11.15)  0.075
H (9.42, -4.44, 9.24)  0.142
H (7.20, -3.51, 8.44)  0.165
H (8.31, -5.12, 10.46)  0.144
H (5.70, -7.28, 15.29)  0.136
H (7.96, -1.57, 14.48)  0.106
H (2.69, -2.15, 6.16)  0.143



Record 3
C5H3N5O2 | ωB97M-V with the def2-TZVPD basis set

Calculated values
HOMO	0.127	eV
calculated total energy	-616.5430	Ha
charge	-2
SMILES	Cc1nn2nnnc2c1=C([O-])[O-]
lowest unoccupied orbital energy	6.752	eV
frontier orbital gap	6.63	eV
relative energy (zero: lowest compared OMol25 entry of this formula, charge and spin)	0.0	kcal per mole

Last column: Löwdin charge in e.
Positions of all 15 atoms, in Å:
O (2.38, 3.23, 0.67)  -0.106
O (0.46, 2.70, -0.40)  -0.129
N (4.18, -1.73, -0.04)  -0.062
N (1.76, -1.33, -0.12)  0.032
N (5.11, -0.84, -0.13)  -0.193
N (3.06, -1.04, -0.06)  -0.202
N (4.68, 0.38, -0.12)  -0.040
C (-0.34, -0.08, -0.06)  -0.078
C (2.00, 0.99, -0.02)  -0.032
C (1.59, 2.45, 0.08)  -0.737
C (1.14, -0.14, -0.08)  -0.377
C (3.37, 0.33, 0.01)  -0.234
H (-0.59, 0.97, -0.47)  0.084
H (-0.63, -0.15, 0.95)  0.045
H (-0.85, -0.88, -0.52)  0.028



relative energy (zero: lowest compared OMol25 entry of this formula, charge and spin) of number 1 (CH6O2)?
3.6 kcal per mole